# 1
The following is a DFT calculation (the ωB97M-V functional and the def2-TZVPD basis) of C41H34CrN5O6Se as an isolated structure.

Structure (ORCA input):
```
! wB97M-V def2-TZVPD RIJCOSX def2/J DEFGRID3
* xyz -2 4
Cr 0.97 0.03 0.64
O -1.07 -3.40 -5.92
C -0.50 -4.21 -4.96
O -0.41 -5.39 -5.22
C -0.09 -3.57 -3.72
C 0.38 -4.37 -2.67
C 0.76 -3.85 -1.46
C 0.70 -2.45 -1.19
C 0.28 -1.64 -2.29
C -0.10 -2.18 -3.48
N 1.01 -1.90 -0.01
C 1.45 -2.71 1.06
C 2.10 -2.11 2.08
C 2.65 -2.77 3.24
C 3.44 -2.09 4.10
C 3.72 -0.70 3.89
C 3.08 -0.09 2.85
N 2.24 -0.72 2.00
H -1.14 -2.51 -5.56
H 0.43 -5.44 -2.83
H 1.13 -4.53 -0.70
H 0.25 -0.57 -2.16
H -0.40 -1.47 -4.26
H 1.24 -3.77 1.08
H 2.43 -3.82 3.38
H 3.87 -2.60 4.96
H 4.36 -0.14 4.54
H 3.21 0.97 2.67
N 2.11 7.40 -6.40
C 1.98 6.53 -5.66
C 1.82 5.44 -4.73
C 1.82 5.69 -3.36
C 1.65 4.64 -2.47
C 1.49 3.35 -2.95
C 1.49 3.10 -4.32
C 1.65 4.15 -5.21
C 1.31 2.23 -1.98
C 0.00 1.98 -1.56
C -1.18 2.61 -2.05
C -2.24 2.00 -1.41
C -1.68 1.03 -0.55
N -0.36 1.01 -0.64
C 2.45 1.54 -1.60
C 3.76 1.68 -2.15
C 4.53 0.71 -1.56
C 3.69 0.03 -0.65
N 2.46 0.51 -0.68
H 1.95 6.70 -3.00
H 1.67 4.81 -1.40
H 1.36 2.09 -4.68
H 1.65 3.96 -6.28
H -1.20 3.40 -2.78
H -3.29 2.22 -1.53
H -2.19 0.37 0.13
H 4.05 2.40 -2.89
H 5.58 0.51 -1.72
H 3.94 -0.79 0.01
C -6.77 -2.20 2.56
C -5.30 -1.86 2.61
C -4.41 -2.39 1.68
C -3.05 -2.09 1.71
C -2.15 -2.68 0.66
C -2.57 -1.25 2.73
C -3.44 -0.73 3.68
C -2.96 0.18 4.78
C -4.80 -1.03 3.60
C -1.08 -0.91 2.78
O -0.46 -1.08 3.82
O -0.65 -0.43 1.68
H -7.02 -2.73 1.65
H -7.38 -1.30 2.61
H -7.06 -2.83 3.41
H -4.79 -3.04 0.90
H -2.63 -3.54 0.20
H -1.19 -2.99 1.07
H -1.92 -1.96 -0.12
H -2.58 1.12 4.36
H -2.13 -0.27 5.32
H -3.77 0.42 5.47
H -5.47 -0.61 4.34
C 0.33 2.08 3.54
C 1.12 2.61 2.38
O 1.59 3.79 2.55
O 1.27 1.94 1.35
H 0.52 2.67 4.44
H 0.54 1.02 3.70
H -0.73 2.15 3.28
Se 2.68 4.65 1.23
*
```

Its energy relative to the best compared isomer or geometry (same formula, charge and spin) is 0.031 eV. The calculation puts the maximum force at 0.267 eV/A. The value obtained for the HOMO-LUMO gap (alpha / beta) is 4.52 / 4.64 eV. The value obtained for the HOMO energy (alpha / beta) is -0.79 / -0.98 eV.

---

# 2
The following is a DFT calculation (the ωB97M-V functional and the def2-TZVPD basis) of C41H34F2N7O3Pm as an isolated structure at a distorted geometry.

Structure (ORCA input):
```
! wB97M-V def2-TZVPD RIJCOSX def2/J DEFGRID3
* xyz 0 5
Pm -0.50 0.14 -0.60
C -0.51 -0.53 3.32
C -1.05 0.89 3.52
C -0.37 2.04 2.81
C 0.62 2.76 3.48
C 1.19 3.86 2.88
C 0.74 4.24 1.63
C -0.23 3.46 1.02
N -0.77 2.38 1.58
N -1.06 -1.30 2.19
C -2.49 -1.55 2.45
C -3.47 -0.60 1.79
C -4.83 -0.75 2.05
C -5.70 0.18 1.53
C -5.19 1.23 0.78
C -3.83 1.28 0.57
N -2.97 0.37 1.04
C -0.39 -2.61 2.15
C 1.02 -2.57 1.63
C 2.06 -3.13 2.35
C 3.33 -3.15 1.78
C 3.49 -2.64 0.51
C 2.39 -2.08 -0.13
N 1.17 -2.03 0.41
H -0.72 -1.10 4.24
H 0.57 -0.50 3.23
H -0.94 1.09 4.59
H -2.12 0.93 3.32
H 0.92 2.44 4.47
H 1.96 4.42 3.39
H 1.14 5.10 1.11
H -0.57 3.70 0.02
H -2.69 -1.53 3.53
H -2.74 -2.57 2.15
H -5.17 -1.57 2.66
H -6.77 0.10 1.71
H -5.83 2.00 0.36
H -3.38 2.08 -0.02
H -0.96 -3.25 1.47
H -0.40 -3.09 3.14
H 1.88 -3.53 3.33
H 4.17 -3.57 2.32
H 4.45 -2.63 0.01
H 2.48 -1.65 -1.12
F 4.34 0.23 2.90
C 3.76 0.84 1.84
C 2.48 0.49 1.47
C 1.81 1.09 0.40
C 2.54 2.09 -0.28
C 3.86 2.36 0.08
F 4.62 3.23 -0.64
C 4.51 1.77 1.14
C 1.88 2.88 -1.36
C 2.30 4.16 -1.72
C 1.68 4.82 -2.76
C 0.66 4.18 -3.44
C 0.25 2.94 -2.98
N 0.82 2.32 -1.94
H 2.05 -0.32 2.05
H 5.53 2.01 1.39
H 3.12 4.64 -1.20
H 2.01 5.81 -3.05
H 0.16 4.63 -4.29
H -0.56 2.43 -3.46
C -3.12 -4.01 -1.41
C -2.73 -4.39 -2.69
C -1.63 -3.78 -3.26
C -0.92 -2.80 -2.55
N -1.31 -2.43 -1.33
C -2.39 -3.01 -0.80
C 0.28 -2.13 -3.12
C 1.01 -2.82 -4.10
C 2.17 -2.26 -4.62
C 2.57 -1.01 -4.17
C 1.83 -0.35 -3.20
C 0.67 -0.88 -2.62
H -3.98 -4.44 -0.92
H -3.28 -5.13 -3.24
H -1.34 -4.02 -4.27
H -2.71 -2.62 0.16
H 0.71 -3.80 -4.43
H 2.74 -2.80 -5.37
H 3.48 -0.56 -4.57
H 2.20 0.62 -2.88
O -2.65 -0.27 -1.76
N -2.55 0.81 -2.40
O -3.03 1.01 -3.47
O -1.80 1.68 -1.79
*
```

Its energy relative to the best compared isomer or geometry (same formula, charge and spin) is 0.809 eV. The calculation puts the maximum force at 1.743 eV/A. The value obtained for the HOMO-LUMO gap (alpha / beta) is 8.18 / 8.17 eV. The value obtained for the HOMO energy (alpha / beta) is -7.81 / -7.80 eV.

---

# 3
The following is a DFT calculation (the ωB97M-V functional and the def2-TZVPD basis) of C41H35As2Br2F5IMoN4O10S2 as an isolated structure.

Structure (ORCA input):
```
! wB97M-V def2-TZVPD RIJCOSX def2/J DEFGRID3
* xyz 1 3
Mo -0.80 -0.45 0.24
Br -3.27 2.76 2.50
C -2.20 1.57 3.53
Br -0.54 1.00 2.67
H -2.77 0.66 3.75
H -1.84 2.08 4.42
I -2.06 -1.42 -2.10
C -0.54 -2.72 -2.61
C -0.71 -3.58 -3.66
C 0.34 -4.46 -3.98
C 1.48 -4.43 -3.25
C 1.66 -3.54 -2.16
C 2.86 -3.55 -1.43
C 3.04 -2.65 -0.42
C 2.02 -1.73 -0.10
C 0.80 -1.70 -0.74
C 0.62 -2.63 -1.82
H -1.63 -3.59 -4.23
H 0.22 -5.14 -4.81
H 2.29 -5.11 -3.48
H 3.63 -4.26 -1.68
H 3.96 -2.64 0.15
H 2.22 -1.04 0.71
N -5.70 -6.59 0.97
C -5.17 -5.41 1.40
C -3.94 -5.38 2.05
C -3.39 -4.18 2.44
C -4.07 -2.99 2.19
C -5.30 -3.00 1.55
C -5.85 -4.21 1.16
S -3.35 -1.47 2.62
O -4.36 -0.53 3.00
O -2.23 -1.67 3.50
N -2.71 -0.86 1.17
C -3.45 0.07 0.51
N -4.78 0.13 0.47
C -5.30 1.15 -0.17
C -4.53 2.13 -0.81
C -3.17 1.93 -0.81
N -2.62 0.88 -0.18
H -5.30 -7.46 1.29
H -6.66 -6.63 0.67
H -3.42 -6.30 2.26
H -2.44 -4.15 2.96
H -5.83 -2.07 1.39
H -6.82 -4.23 0.68
H -6.38 1.20 -0.19
H -4.97 2.98 -1.30
H -2.50 2.61 -1.31
F 4.28 -4.53 4.09
C 3.19 -4.08 3.47
C 2.24 -4.97 2.98
F 2.41 -6.28 3.12
C 1.12 -4.48 2.33
F 0.24 -5.37 1.86
C 0.88 -3.11 2.14
S -0.61 -2.68 1.34
C 1.85 -2.26 2.66
F 1.74 -0.92 2.53
C 2.99 -2.72 3.30
F 3.89 -1.85 3.76
C 4.91 0.77 2.00
O 3.72 1.05 1.25
C 3.35 2.34 1.24
O 3.95 3.21 1.81
C 1.99 2.53 0.64
C 1.46 3.76 0.68
As 2.26 5.19 -0.44
C 4.10 4.64 -0.77
C 1.49 4.05 -1.94
C 1.15 2.76 -2.06
As 1.20 1.27 -0.65
C 2.85 0.61 -1.47
C 1.08 2.17 -3.46
O 2.08 1.96 -4.08
O -0.11 1.79 -3.93
C -1.27 2.34 -3.27
C 1.43 4.87 -3.19
O 0.67 4.67 -4.11
O 2.30 5.87 -3.14
C 2.33 6.73 -4.30
C -0.01 3.90 0.58
O -0.69 3.08 0.01
O -0.58 4.96 1.13
C 0.13 5.81 2.05
H 5.06 -0.30 1.91
H 4.77 1.04 3.04
H 5.76 1.32 1.58
H 4.70 4.82 0.12
H 4.44 5.27 -1.59
H 4.18 3.59 -1.07
H 3.41 1.48 -1.81
H 2.55 0.01 -2.33
H 3.43 0.02 -0.79
H -2.10 2.22 -3.97
H -1.13 3.40 -3.06
H -1.48 1.78 -2.36
H 3.09 7.47 -4.09
H 1.35 7.20 -4.43
H 2.58 6.15 -5.18
H -0.62 6.15 2.76
H 0.55 6.65 1.51
H 0.91 5.26 2.57
*
```

Its energy relative to the best compared isomer or geometry (same formula, charge and spin) is 1.612 eV. The calculation puts the maximum force at 0.964 eV/A. The value obtained for the HOMO-LUMO gap (alpha / beta) is 6.22 / 5.91 eV. The value obtained for the HOMO energy (alpha / beta) is -9.94 / -9.85 eV.

---

# 4
The following is a DFT calculation (the ωB97M-V functional and the def2-TZVPD basis) of C41H35BrN10O5SSr as an isolated structure at a distorted geometry.

Structure (ORCA input):
```
! wB97M-V def2-TZVPD RIJCOSX def2/J DEFGRID3
* xyz 0 1
Sr -0.10 -0.09 0.63
C -2.90 1.55 -0.63
C -1.96 2.35 -1.53
N -0.55 2.06 -1.27
C 0.25 1.82 -2.45
C -0.09 0.46 -3.09
N -0.24 -0.61 -2.11
C -1.46 -1.41 -2.22
C -2.70 -0.61 -1.82
N -2.51 0.15 -0.58
H -3.94 1.69 -0.97
H -2.82 1.94 0.38
H -2.19 3.41 -1.42
H -2.16 2.11 -2.58
H -0.15 2.76 -0.66
H 1.30 1.81 -2.14
H 0.14 2.60 -3.22
H 0.67 0.22 -3.84
H -1.03 0.55 -3.64
H 0.56 -1.22 -2.09
H -1.36 -2.25 -1.54
H -1.61 -1.82 -3.23
H -3.55 -1.30 -1.74
H -2.96 0.10 -2.61
H -2.95 -0.32 0.20
S 7.26 4.37 -0.67
N 6.21 4.19 0.55
C 5.40 3.20 0.21
C 4.31 2.69 1.01
C 4.03 3.18 2.29
C 3.01 2.61 3.01
C 2.25 1.61 2.40
N 2.47 1.16 1.17
C 3.52 1.66 0.49
C 3.86 1.04 -0.81
N 3.14 -0.03 -1.20
C 3.50 -0.65 -2.31
C 4.54 -0.23 -3.14
C 5.27 0.87 -2.76
C 4.94 1.51 -1.56
C 5.71 2.63 -1.05
N 6.75 3.20 -1.65
H 4.65 3.97 2.70
H 2.77 2.94 4.01
H 1.42 1.16 2.93
H 2.93 -1.53 -2.57
H 4.77 -0.78 -4.04
H 6.10 1.24 -3.34
Br 3.97 -3.12 6.83
C 3.34 -4.37 5.56
C 4.23 -5.24 4.96
C 3.76 -6.16 4.04
C 2.42 -6.17 3.68
C 1.53 -5.32 4.32
C 1.99 -4.41 5.26
N 2.00 -7.22 2.77
N 1.17 -7.03 1.86
C 0.69 -5.75 1.47
C -0.67 -5.65 1.30
C -1.31 -4.43 1.08
C -0.59 -3.24 0.97
O -1.15 -2.10 0.80
C 0.86 -3.35 1.01
N 1.57 -2.20 0.81
C 2.88 -2.26 0.80
C 3.60 -3.47 0.93
C 2.90 -4.62 1.13
C 1.50 -4.59 1.23
H 5.28 -5.22 5.23
H 4.43 -6.87 3.57
H 0.48 -5.34 4.07
H 1.30 -3.74 5.75
H -1.25 -6.56 1.41
H -2.39 -4.38 1.02
H 3.41 -1.33 0.67
H 4.68 -3.46 0.86
H 3.43 -5.57 1.19
O -0.58 0.07 3.03
C -1.12 1.18 2.81
O -0.91 1.86 1.75
C -2.04 1.78 3.83
C -1.92 1.38 5.15
C -2.72 1.93 6.16
C -3.65 2.86 5.76
O -4.56 3.52 6.53
C -5.25 4.41 5.65
O -4.79 4.17 4.33
C -3.78 3.25 4.44
C -2.99 2.74 3.45
H -1.19 0.63 5.40
H -2.63 1.63 7.19
H -5.02 5.45 5.94
H -6.32 4.21 5.71
H -3.07 3.07 2.42
*
```

Its energy relative to the best compared isomer or geometry (same formula, charge and spin) is 0.385 eV. The calculation puts the maximum force at 1.778 eV/A. The value obtained for the HOMO-LUMO gap is 5.84 eV. The value obtained for the HOMO energy is -6.73 eV.